51
Properties=species:S:1:pos:R:3:forces:R:3 method="wB97M-V/def2-TZVPD" orbital_gap_ev=7.081 charge=+1
Sn 0.293 -0.052 0.157 -0.1134 -0.0021 0.1034
C 4.017 -1.212 -2.204 -0.0261 0.0042 -0.0038
C 2.629 -0.977 -1.713 0.0030 -0.0072 -0.0213
N 2.356 -0.699 -0.498 0.2645 0.0284 -0.1375
N 3.361 -0.606 0.407 -0.2358 0.1062 0.2641
C 2.932 -0.746 1.639 0.2134 0.0132 -0.1057
N 3.822 -0.617 2.628 -0.0546 -0.0933 -0.0029
S 1.291 -1.123 2.130 -0.2393 -0.3581 0.0341
C 1.438 -1.127 -2.575 -0.0457 0.0170 0.0362
C 1.532 -1.314 -3.941 0.0107 -0.0313 -0.0183
C 0.379 -1.574 -4.666 0.0159 -0.0102 -0.0627
C -0.827 -1.658 -3.999 -0.0336 -0.0339 0.0103
C -0.857 -1.403 -2.639 0.1983 -0.0855 0.0487
N 0.249 -1.126 -1.938 0.0106 0.2927 -0.2502
H 4.599 -1.694 -1.422 0.0019 0.0094 0.0154
H 4.498 -0.256 -2.422 -0.0019 -0.0012 -0.0115
H 4.033 -1.828 -3.098 0.0044 0.0046 0.0017
H 4.788 -0.454 2.393 -0.0062 0.0177 0.0019
H 3.559 -0.773 3.584 0.0075 0.0356 0.0076
H 2.491 -1.257 -4.432 -0.0062 -0.0252 0.0139
H 0.432 -1.722 -5.737 -0.0047 -0.0052 0.0194
H -1.743 -1.907 -4.516 0.0018 0.0384 0.0177
H -1.777 -1.422 -2.085 -0.1062 0.0182 0.0635
O 1.120 1.739 0.209 0.2484 0.2206 -0.3824
C 1.553 2.234 1.389 -0.0090 0.0848 0.0520
C 2.825 2.805 1.421 -0.0528 0.0136 -0.0718
C 3.300 3.399 2.572 0.0017 0.0110 0.1112
C 2.523 3.439 3.731 0.0785 0.0287 -0.0481
C 1.268 2.875 3.714 -0.0107 -0.1087 -0.0046
C 0.766 2.253 2.562 0.0305 -0.0587 0.0434
C -0.568 1.697 2.605 -0.2215 0.2183 -0.3357
N -1.002 0.959 1.651 0.2558 -0.1465 0.7278
N -2.304 0.518 1.647 -0.0126 0.0732 -0.2097
C -2.556 0.077 0.453 -0.0639 0.2042 0.1238
O -1.636 0.085 -0.513 -0.2938 -0.4946 0.0174
C -3.894 -0.461 0.134 0.1068 -0.0304 -0.0759
C -4.309 -0.595 -1.189 0.0392 0.0628 0.0297
C -5.548 -1.146 -1.478 -0.0019 0.0258 0.0121
C -6.376 -1.563 -0.445 0.0025 -0.0236 -0.0102
C -5.976 -1.405 0.875 -0.0068 0.0181 0.0209
C -4.741 -0.852 1.168 -0.0126 -0.0307 0.0227
H 3.412 2.777 0.512 0.0067 0.0191 0.0220
H 4.287 3.845 2.574 -0.0102 -0.0033 -0.0093
H 2.898 3.917 4.626 -0.0052 -0.0090 -0.0054
H 0.649 2.892 4.604 -0.0019 0.0310 -0.0264
H -1.247 1.965 3.413 0.0163 -0.0024 0.0094
H -3.679 -0.223 -1.986 0.0369 -0.0436 -0.0317
H -5.873 -1.240 -2.505 0.0127 0.0014 0.0030
H -7.335 -2.011 -0.669 -0.0054 0.0358 0.0009
H -6.631 -1.713 1.679 0.0128 -0.0123 -0.0031
H -4.420 -0.725 2.193 0.0011 -0.0174 -0.0057